# 1
DFT (ωB97M-V/def2-TZVPD) results for C40H93F6LiN10O18S2 as an isolated structure in a non-equilibrium geometry.

HOMO (alpha / beta) = -0.9 / -6.0 eV
expectation value of S² = 0.756
net charge = -1
multiplicity = 2
Kohn-Sham gap (alpha / beta) = 0.09376 / 0.27981 Ha
LUMO (alpha / beta) = 1.67 / 1.66 eV
molar mass = 1187.299 g mol⁻¹

```
170
Properties=species:S:1:pos:R:3:mulliken_spin:R:1
Li -4.132 0.945 -1.012 0.01
C -1.751 -2.062 -0.709 0.21
F -3.021 -2.322 -0.475 0.00
F -1.123 -1.822 0.441 -0.02
F -1.125 -3.165 -1.229 -0.01
S -1.547 -0.621 -1.959 0.31
O -0.120 -0.449 -2.366 0.02
O -2.430 -0.990 -3.072 0.04
N -2.266 0.732 -1.022 0.17
S -1.113 1.757 -0.945 0.19
O 0.092 1.332 -0.178 0.03
O -0.718 2.280 -2.269 -0.02
C -1.829 3.368 -0.108 0.10
F -3.184 3.510 -0.312 -0.03
F -1.729 3.321 1.249 0.00
F -1.148 4.443 -0.375 0.01
C -5.880 -1.338 -4.035 0.00
C -6.317 -1.118 -2.548 0.00
O -5.240 -0.671 -1.708 0.00
O -4.894 -2.352 -4.132 0.00
H -5.347 -0.482 -4.450 0.00
H -6.714 -1.635 -4.672 0.00
H -6.641 -2.033 -2.052 0.00
H -7.055 -0.316 -2.538 0.00
H -5.491 -0.960 -0.828 0.00
H -4.218 -2.062 -3.515 -0.01
C -4.122 -3.600 2.940 0.00
C -5.391 -3.533 3.853 0.00
O -5.005 -3.853 5.230 0.00
O -3.044 -2.701 3.278 0.00
H -4.445 -3.432 1.913 0.00
H -3.790 -4.623 3.117 0.00
H -6.142 -4.234 3.488 0.00
H -6.035 -2.667 4.004 0.00
H -4.496 -3.063 5.428 0.00
H -2.234 -3.209 3.190 0.00
C -5.027 5.644 1.266 0.00
C -4.054 6.382 2.089 0.00
O -4.341 7.788 2.242 0.00
O -5.355 4.331 1.813 0.00
H -4.635 5.437 0.270 0.00
H -5.950 6.213 1.164 0.00
H -3.066 6.165 1.683 0.01
H -4.006 6.106 3.142 0.00
H -3.857 8.355 1.637 0.00
H -5.187 4.410 2.755 0.00
C -4.965 -0.356 1.758 -0.01
C -5.027 1.200 1.806 0.01
O -5.128 1.731 0.514 -0.02
O -6.078 -0.892 1.020 0.00
H -4.872 -0.618 2.812 0.00
H -3.977 -0.701 1.452 0.01
H -4.129 1.616 2.262 0.00
H -5.782 1.582 2.494 0.00
H -5.210 2.682 0.618 0.00
H -6.870 -0.749 1.543 0.00
C -0.227 -4.860 2.222 0.00
O -0.742 -4.293 3.166 0.00
N 0.103 -4.281 1.105 0.00
N -0.055 -6.120 2.121 0.00
H -0.086 -3.316 0.873 0.00
H 0.373 -4.946 0.394 0.00
H 0.360 -6.344 1.228 0.00
H -0.345 -6.882 2.718 0.00
C -3.938 2.831 -3.488 0.01
O -4.639 2.037 -2.839 0.00
N -3.138 2.379 -4.357 0.00
N -3.976 4.108 -3.400 0.00
H -3.022 1.376 -4.382 0.00
H -2.559 3.023 -4.877 0.00
H -4.629 4.518 -2.746 0.00
H -3.211 4.598 -3.842 0.00
C -4.754 -5.276 -1.964 0.00
O -4.489 -6.318 -1.446 0.00
N -5.218 -4.200 -1.378 0.00
N -4.418 -4.930 -3.149 0.00
H -5.180 -3.387 -1.975 0.00
H -5.662 -4.161 -0.471 0.00
H -3.925 -5.618 -3.699 0.00
H -4.648 -3.991 -3.442 0.00
C -0.391 1.674 4.668 0.00
C 0.419 0.340 4.408 0.00
C 1.126 0.677 3.046 0.01
C 2.219 -0.333 2.710 0.00
C 3.189 -0.545 3.856 0.00
C 2.599 -0.813 5.210 0.00
N 1.436 0.136 5.398 0.00
O 1.006 0.057 6.685 0.00
C 2.345 -2.303 5.424 0.00
C 3.782 -0.481 6.227 0.00
C -0.464 -0.897 4.226 0.00
H -1.257 1.556 4.017 0.00
H 0.133 2.595 4.413 0.00
H -0.791 1.778 5.677 0.00
H 0.342 0.759 2.293 0.00
H 1.686 1.610 3.105 0.00
H 2.651 0.074 1.795 0.00
H 1.773 -1.221 2.264 0.00
H 3.832 0.330 3.954 0.00
H 3.941 -1.231 3.465 0.00
H 1.796 -2.708 4.574 0.00
H 3.179 -2.991 5.559 0.00
H 1.760 -2.433 6.335 0.00
H 4.688 -0.874 5.765 0.00
H 3.898 0.600 6.304 0.00
H 3.609 -0.708 7.279 0.00
H -1.514 -0.653 4.063 0.00
H -0.509 -1.369 5.208 0.00
H -0.044 -1.533 3.447 0.00
H 0.689 -0.848 6.634 0.00
C 2.079 -3.308 -1.872 0.00
C 3.453 -2.515 -1.967 0.00
C 3.949 -2.426 -0.523 0.00
C 5.431 -2.321 -0.362 0.00
C 6.236 -3.337 -1.234 0.00
C 5.805 -3.386 -2.718 0.00
N 4.336 -3.454 -2.805 0.00
O 3.949 -3.521 -4.140 0.00
C 6.525 -2.157 -3.398 0.00
C 6.397 -4.724 -3.379 0.00
C 3.306 -1.059 -2.703 -0.02
H 1.567 -3.207 -2.829 0.00
H 1.371 -2.812 -1.208 0.00
H 2.131 -4.344 -1.537 0.00
H 3.501 -1.524 -0.106 0.00
H 3.464 -3.189 0.086 0.00
H 5.778 -2.339 0.672 0.00
H 5.835 -1.342 -0.620 0.00
H 6.248 -4.379 -0.914 0.00
H 7.289 -3.092 -1.090 0.00
H 6.262 -2.062 -4.451 0.00
H 6.194 -1.191 -3.014 0.00
H 7.611 -2.243 -3.420 0.00
H 6.025 -5.583 -2.819 0.00
H 5.998 -4.798 -4.390 0.00
H 7.486 -4.767 -3.408 0.00
H 2.549 -0.383 -2.307 0.01
H 3.290 -1.097 -3.792 0.00
H 4.223 -0.513 -2.483 0.00
H 3.413 -4.313 -4.225 0.00
C 3.455 2.044 -0.761 -0.01
C 4.234 3.025 -1.777 0.00
C 4.022 2.594 -3.322 0.00
C 2.824 3.393 -3.986 0.00
C 2.938 4.843 -3.567 0.00
C 2.949 5.170 -2.077 -0.01
N 4.089 4.427 -1.500 0.00
O 4.300 4.776 -0.119 0.00
C 3.386 6.688 -2.033 0.00
C 1.552 4.953 -1.546 0.00
C 5.749 2.826 -1.680 0.00
H 2.407 1.878 -1.010 0.01
H 3.447 2.519 0.220 0.00
H 3.942 1.071 -0.690 0.00
H 4.899 2.607 -3.969 0.00
H 3.688 1.557 -3.341 0.00
H 1.862 2.976 -3.686 0.00
H 2.968 3.237 -5.055 0.00
H 2.124 5.416 -4.012 0.00
H 3.719 5.277 -4.191 0.00
H 2.785 7.296 -2.709 0.00
H 3.309 7.069 -1.014 0.00
H 4.450 6.848 -2.208 0.00
H 0.872 5.766 -1.799 0.01
H 1.157 4.021 -1.952 0.00
H 1.518 4.935 -0.456 0.00
H 6.028 1.772 -1.681 0.00
H 6.189 3.133 -0.731 0.00
H 6.380 3.104 -2.523 0.00
H 5.113 5.279 -0.208 0.00
```

# 2
DFT (ωB97M-V/def2-TZVPD) results for a 9-piece molecular cluster, H18O9 overall.

HOMO = -10.1 eV
multiplicity = 1
Kohn-Sham gap = 0.35039 Ha
LUMO = -0.55 eV
energy relative to the best compared isomer or geometry (same formula, charge and spin) = 186.4 kJ/mol
molar mass = 162.135 g mol⁻¹
SMILES string = O.O.O.O.O.O.O.O.O

```
27
Properties=species:S:1:pos:R:3:nbo_charge:R:1
O -0.274 17.522 18.168 -0.95
H -0.889 17.845 18.825 0.47
H -0.146 16.582 18.380 0.49
O -0.983 13.286 17.390 -0.97
H -1.940 13.216 17.485 0.49
H -0.724 13.922 18.069 0.49
O 0.008 18.367 15.158 -0.96
H -0.165 17.725 14.463 0.47
H 0.187 17.826 15.936 0.49
O 0.070 14.996 19.784 -1.00
H -0.581 15.651 20.150 0.50
H 0.330 14.496 20.563 0.48
O -3.230 15.177 18.217 -0.95
H -4.029 14.786 18.588 0.47
H -2.789 15.596 18.971 0.48
O -1.966 16.557 20.748 -1.00
H -1.825 17.524 20.909 0.51
H -2.495 16.258 21.498 0.49
O -1.737 19.178 21.444 -0.95
H -1.395 19.128 22.347 0.49
H -1.316 19.960 21.065 0.50
O 2.215 19.433 18.568 -0.94
H 1.660 19.989 19.120 0.45
H 1.725 18.602 18.489 0.49
O 0.237 15.369 15.809 -0.97
H 0.943 15.404 16.463 0.46
H -0.290 14.587 16.055 0.50
```

# 3
DFT (ωB97M-V/def2-TZVPD) results for C37H52AsCsN3PS as an isolated structure in a non-equilibrium geometry.

HOMO = -6.3 eV
multiplicity = 1
Kohn-Sham gap = 0.23216 Ha
LUMO = 0.05 eV
energy relative to the best compared isomer or geometry (same formula, charge and spin) = 101.0 kJ/mol
molar mass = 809.712 g mol⁻¹

```
96
Properties=species:S:1:pos:R:3:mulliken_charge:R:1
Cs -0.956 -0.040 -0.116 2.17
C -1.990 -0.705 4.147 -0.32
C -0.954 0.144 4.517 -0.44
C -0.935 1.457 4.067 -0.44
C -1.959 1.929 3.253 -0.72
C -3.004 1.083 2.900 -0.07
C -3.016 -0.236 3.338 -0.51
H -1.988 -1.735 4.479 0.42
H -0.151 -0.223 5.142 0.48
H -0.119 2.111 4.349 0.46
H -1.950 2.955 2.906 0.38
H -3.815 1.453 2.286 0.32
H -3.826 -0.895 3.051 0.38
N -2.456 -2.381 -0.826 -0.24
C -2.319 -3.177 -1.992 0.10
C -3.434 -3.310 -2.818 -0.71
C -3.384 -4.065 -3.978 -0.57
C -2.197 -4.688 -4.336 -0.78
C -1.087 -4.541 -3.517 -0.78
C -1.109 -3.798 -2.336 0.45
C 0.145 -3.667 -1.517 0.17
C 0.931 -4.815 -1.347 -0.47
C 2.153 -4.737 -0.691 -1.00
C 2.590 -3.501 -0.223 -0.60
C 1.768 -2.386 -0.378 0.65
C 0.508 -2.409 -0.999 -1.15
H -3.311 -2.595 -0.328 0.14
H -1.650 -2.479 -0.223 -0.19
H -4.355 -2.811 -2.534 0.40
H -4.266 -4.154 -4.600 0.37
H -2.132 -5.269 -5.246 0.39
H -0.150 -5.005 -3.805 0.46
H 0.586 -5.772 -1.726 0.53
H 2.757 -5.626 -0.552 0.37
H 3.553 -3.414 0.271 0.46
H 2.144 -1.436 0.022 0.25
N -0.359 -3.633 1.912 -0.45
C 0.527 -2.961 2.732 0.07
N 0.807 -1.708 2.596 0.60
C 1.764 -1.333 3.532 -1.62
C 2.301 -0.052 3.640 0.37
C 3.216 0.215 4.642 -1.17
C 3.596 -0.780 5.549 -0.65
C 3.066 -2.056 5.457 -0.49
C 2.157 -2.321 4.437 1.02
S 1.334 -3.799 4.041 -0.40
H -0.172 -3.427 0.939 0.36
H -0.403 -4.630 2.062 0.28
H 1.991 0.713 2.940 0.98
H 3.642 1.207 4.727 0.44
H 4.311 -0.554 6.328 0.39
H 3.355 -2.826 6.160 0.43
C 3.932 2.544 -2.895 -1.59
C 2.739 1.607 -2.712 0.34
C 3.200 0.145 -2.777 -1.53
P 1.625 1.826 -1.250 0.02
C 0.455 3.198 -1.743 0.53
C -0.733 2.563 -2.482 -0.79
C 0.995 4.358 -2.580 -1.84
C 2.585 2.519 0.175 1.09
C 3.740 1.578 0.531 -1.34
C 3.040 3.976 0.151 -1.61
H 4.430 2.323 -3.843 0.49
H 4.673 2.392 -2.107 0.24
H 3.661 3.598 -2.898 0.23
H 2.047 1.763 -3.550 0.39
H 3.890 -0.086 -1.960 0.27
H 3.732 -0.040 -3.713 0.49
H 2.370 -0.558 -2.701 0.20
H 0.091 3.594 -0.787 0.46
H -0.403 2.103 -3.418 0.19
H -1.490 3.310 -2.732 0.56
H -1.208 1.784 -1.889 -0.55
H 1.342 4.002 -3.553 0.29
H 1.820 4.883 -2.103 0.34
H 0.204 5.088 -2.773 0.46
H 1.844 2.432 0.983 0.09
H 4.562 1.680 -0.181 0.26
H 3.439 0.529 0.542 0.13
H 4.133 1.822 1.521 0.45
H 3.727 4.182 -0.670 0.20
H 3.562 4.218 1.083 0.48
H 2.199 4.665 0.068 0.35
C -4.550 1.856 -2.567 -1.17
As -3.992 1.562 -0.713 0.38
C -3.847 3.444 -0.193 -0.99
C -5.789 1.236 0.007 -1.19
H -5.346 2.599 -2.618 0.39
H -4.905 0.911 -2.978 0.36
H -3.703 2.192 -3.162 0.30
H -4.719 4.004 -0.531 0.41
H -2.949 3.878 -0.633 0.24
H -3.769 3.517 0.892 0.33
H -6.460 2.057 -0.247 0.38
H -5.752 1.124 1.090 0.38
H -6.175 0.312 -0.421 0.36
```

# 4
DFT (ωB97M-V/def2-TZVPD) results for C35H32BFNO2P2PtS2 as an isolated structure in a non-equilibrium geometry.

HOMO = -5.0 eV
net charge = -1
multiplicity = 1
Kohn-Sham gap = 0.23664 Ha
LUMO = 1.43 eV
energy relative to the best compared isomer or geometry (same formula, charge and spin) = 73.9 kJ/mol
molar mass = 849.616 g mol⁻¹

```
77
Properties=species:S:1:pos:R:3:mulliken_charge:R:1
Pt 1.241 0.503 1.618 1.32
S -0.806 3.181 0.686 -0.63
P -1.109 1.561 -0.366 1.40
C -0.107 0.195 0.065 -0.61
P 0.310 -1.351 -0.512 1.40
S 1.823 -1.737 0.758 -0.76
C 0.800 -1.407 -2.258 0.34
C 1.617 -0.369 -2.700 -0.03
C 2.036 -0.333 -4.018 -0.50
C 1.636 -1.329 -4.901 -0.58
C 0.819 -2.360 -4.465 -0.73
C 0.399 -2.403 -3.143 -0.43
C -0.962 -2.643 -0.373 0.02
C -0.751 -3.771 0.411 -0.83
C -1.758 -4.716 0.558 -0.64
C -2.979 -4.536 -0.073 -0.59
C -3.198 -3.407 -0.853 -0.74
C -2.194 -2.465 -1.001 0.19
C -1.028 1.852 -2.171 0.08
C -0.261 2.909 -2.646 -0.51
C -0.116 3.103 -4.012 -0.79
C -0.734 2.246 -4.912 -0.47
C -1.507 1.192 -4.444 -0.79
C -1.655 1.001 -3.079 0.58
C -2.836 1.024 -0.140 0.18
C -3.872 1.623 -0.850 -0.30
C -5.187 1.272 -0.589 -0.65
C -5.477 0.329 0.391 -0.54
C -4.447 -0.259 1.112 -0.55
C -3.130 0.085 0.843 0.01
H 1.885 0.433 -2.017 0.12
H 2.655 0.487 -4.359 0.47
H 1.956 -1.293 -5.937 0.38
H 0.502 -3.135 -5.154 0.41
H -0.239 -3.212 -2.805 0.40
H 0.190 -3.890 0.931 0.35
H -1.591 -5.583 1.186 0.40
H -3.768 -5.267 0.055 0.37
H -4.157 -3.250 -1.331 0.44
H -2.379 -1.579 -1.595 0.35
H 0.226 3.561 -1.935 0.31
H 0.488 3.928 -4.373 0.39
H -0.616 2.400 -5.979 0.39
H -1.993 0.518 -5.139 0.43
H -2.278 0.187 -2.723 -0.17
H -3.648 2.371 -1.604 0.44
H -5.990 1.740 -1.148 0.39
H -6.507 0.059 0.596 0.39
H -4.661 -0.988 1.884 0.49
H -2.319 -0.373 1.400 -0.27
B -1.779 -1.633 4.482 0.45
C -0.890 -0.791 3.505 -0.09
N -0.254 -0.175 2.767 -0.25
H -1.281 -1.520 5.580 -0.17
H -1.742 -2.775 4.082 -0.16
H -2.896 -1.170 4.443 -0.15
C 4.696 2.161 -0.446 -1.24
C 3.201 1.963 -0.225 0.88
O 2.370 2.518 -0.934 -0.58
O 2.966 1.139 0.735 -0.56
H 4.870 2.931 -1.194 0.35
H 5.127 1.216 -0.781 0.25
H 5.183 2.425 0.494 0.28
F 5.833 0.028 5.670 -0.35
C 4.764 0.528 5.035 0.52
C 4.959 1.522 4.092 -0.84
C 3.858 2.031 3.435 0.01
C 2.564 1.569 3.718 0.08
C 1.388 2.091 3.000 -1.62
C 2.417 0.560 4.679 -0.17
C 3.514 0.036 5.343 -0.81
H 5.960 1.876 3.883 0.42
H 3.988 2.799 2.684 0.45
H 1.545 3.031 2.480 0.58
H 0.484 2.098 3.597 0.61
H 1.426 0.181 4.905 0.37
H 3.407 -0.745 6.084 0.45
```

# 5
DFT (ωB97M-V/def2-TZVPD) results for C24H41AsBrFN5OPPdSi as an isolated structure in a non-equilibrium geometry.

HOMO (alpha / beta) = -19.0 / -19.0 eV
net charge = +4
multiplicity = 1
Kohn-Sham gap (alpha / beta) = 0.16387 / 0.16390 Ha
LUMO (alpha / beta) = -14.51 / -14.51 eV
energy relative to the best compared isomer or geometry (same formula, charge and spin) = 350.9 kJ/mol
molar mass = 754.930 g mol⁻¹

```
77
Properties=species:S:1:pos:R:3:mulliken_charge:R:1
Pd -0.678 0.311 0.444 -0.36
C -0.023 5.484 -1.875 -1.48
C 0.684 4.251 -1.459 0.31
C 2.053 4.086 -1.697 -0.47
C 2.702 2.954 -1.250 -0.69
C 1.955 1.995 -0.580 0.00
Br 2.814 0.532 0.248 0.02
N 0.642 2.098 -0.386 0.55
C 0.029 3.203 -0.811 -0.40
H 0.538 6.370 -1.577 0.43
H -1.027 5.555 -1.465 0.33
H -0.088 5.507 -2.964 0.37
H 2.611 4.859 -2.208 0.54
H 3.764 2.830 -1.397 0.49
H -1.029 3.281 -0.578 0.31
C -4.875 -1.496 0.191 -1.08
Si -3.350 -1.382 -0.949 -0.10
C -2.822 0.445 -1.313 -1.16
C -3.477 -2.302 -2.623 -1.06
N -1.871 -1.784 -0.085 0.47
C -1.282 -2.958 0.031 0.18
C -1.943 -4.226 -0.025 -0.04
C -1.222 -5.393 -0.003 -0.96
C 0.175 -5.386 0.036 -0.23
C 0.865 -4.172 0.126 -0.79
C 0.137 -3.019 0.164 0.20
F 0.748 -1.784 0.254 0.11
H -5.607 -0.733 -0.065 0.41
H -4.630 -1.395 1.244 0.36
H -5.364 -2.459 0.064 0.40
H -3.449 0.885 -2.083 0.66
H -1.778 0.482 -1.684 0.38
H -2.942 1.023 -0.390 -0.01
H -4.480 -2.142 -3.015 0.40
H -3.318 -3.371 -2.516 0.42
H -2.763 -1.928 -3.353 0.37
H -3.021 -4.235 -0.050 0.61
H -1.739 -6.343 -0.026 0.48
H 0.724 -6.315 0.004 0.50
H 1.944 -4.151 0.149 0.57
C 0.312 0.937 5.802 -0.71
N 1.447 1.375 4.886 0.08
C 2.527 0.301 4.939 -0.79
N 1.971 -0.960 4.620 0.24
C 0.914 -1.339 5.536 -0.90
N -0.143 -0.348 5.424 0.29
C -0.867 -0.412 4.187 -1.25
P 0.265 0.003 2.742 2.70
C 0.965 1.578 3.502 -1.13
C 1.656 -1.168 3.243 -1.23
H -0.496 1.671 5.739 0.38
H 0.691 0.915 6.829 0.36
H 1.846 2.249 5.244 0.38
H 2.935 0.283 5.955 0.36
H 3.323 0.560 4.236 0.40
H 1.297 -1.361 6.561 0.33
H 0.529 -2.330 5.287 0.36
H -1.710 0.286 4.188 0.43
H -1.257 -1.425 4.053 0.47
H 0.163 2.327 3.498 0.46
H 1.794 1.951 2.891 0.52
H 2.543 -1.016 2.624 0.54
H 1.314 -2.196 3.104 0.46
C -3.939 3.357 -0.030 -1.27
As -3.094 2.995 1.699 0.45
C -2.241 4.611 2.378 -1.11
C -4.547 2.538 2.890 -1.17
O -1.938 1.741 1.752 -0.40
H -4.403 4.337 0.072 0.50
H -4.739 2.633 -0.194 0.42
H -3.270 3.376 -0.889 0.38
H -2.193 4.544 3.466 0.39
H -2.849 5.478 2.122 0.45
H -1.237 4.742 1.973 0.33
H -5.262 3.357 2.870 0.46
H -4.191 2.404 3.911 0.40
H -5.038 1.626 2.552 0.39
```

# 6
DFT (ωB97M-V/def2-TZVPD) results for one molecule with the formula C4H6N2O.

HOMO = -8.1 eV
multiplicity = 1
Kohn-Sham gap = 0.33178 Ha
LUMO = 0.94 eV
energy relative to the best compared isomer or geometry (same formula, charge and spin) = 77.7 kJ/mol
molar mass = 98.105 g mol⁻¹
SMILES string = Cc1cnc(N)o1

```
13
Properties=species:S:1:pos:R:3:nbo_charge:R:1
C -2.181 0.401 0.265 -0.65
C -0.760 -0.054 0.223 0.20
C -0.299 -1.083 -0.509 -0.10
N 1.071 -1.022 -0.653 -0.54
C 1.391 0.052 -0.006 0.64
N 2.673 0.546 -0.001 -0.82
O 0.362 0.714 0.571 -0.43
H -2.374 1.081 -0.574 0.22
H -2.761 -0.512 0.087 0.23
H -2.574 0.857 1.177 0.22
H -0.884 -1.849 -0.997 0.21
H 3.044 1.023 0.805 0.39
H 3.293 -0.154 -0.389 0.40
```

no.,DFT total energy (a.u.)
1,-4884.6467
2,-687.9548
3,-4600.7657
4,-3281.3881
5,-6954.9832
6,-340.7653